(1)
A structure of composition C54H134Hg2N12O16. Source: OMol25; level of theory: ωB97M-V/def2-TZVPD.

The geometry in XYZ format:
```
218
Properties=species:S:1:pos:R:3:mulliken_charge:R:1
Hg -1.82 -0.17 -4.03 2.33
H -0.05 1.95 4.87 -0.26
H 1.47 -3.84 -6.10 0.75
O 0.26 2.98 1.24 0.03
H -4.77 4.88 4.74 0.54
H 5.81 -3.74 5.78 0.43
C 0.03 0.47 0.97 0.33
H 5.91 1.38 -3.16 0.30
H -1.39 -6.72 -1.75 0.61
H 2.60 -0.45 -3.02 -1.12
C -0.50 -0.30 -1.30 0.88
O 3.94 1.96 5.19 -0.45
H 2.00 5.21 1.69 -0.10
H 0.52 -7.93 -1.03 0.25
H -2.85 1.74 1.90 0.21
H 4.27 0.68 -6.03 0.29
H -4.29 4.96 3.00 0.34
H 2.53 8.07 0.50 0.39
H 0.03 -4.16 0.99 0.24
H -4.43 -4.35 -4.89 0.66
H 2.63 -2.49 1.24 0.44
H 2.13 -1.86 -4.68 -0.11
C -2.00 0.91 -7.23 0.21
H -3.89 -0.42 0.53 0.25
C 0.70 5.81 -3.17 -1.15
H 4.54 -0.03 5.39 0.31
H 4.77 -3.86 2.08 0.33
H 1.19 -2.78 2.19 -0.67
H 1.30 6.66 -2.87 0.33
C 1.09 -2.15 -4.82 0.29
H -3.38 -2.33 -5.28 0.38
O -3.73 -5.51 -3.26 -0.26
C -0.94 -1.21 5.81 0.24
N -2.85 1.18 2.74 0.36
H -5.12 -6.70 -4.21 0.34
H -0.14 -3.39 -3.54 -0.35
H -4.10 -3.15 0.33 0.05
N 0.53 6.14 0.47 -0.16
O -0.53 -3.46 -6.18 -0.09
N 0.40 2.77 4.51 1.22
C 5.55 1.06 -4.14 -1.56
H 2.54 1.28 3.82 0.23
H 1.87 5.22 -4.92 0.44
H 0.99 -2.36 -6.98 0.45
H -3.86 0.64 -8.18 0.42
H 2.38 -0.01 -0.51 -0.44
H 1.26 5.95 5.28 0.35
H -0.29 -7.21 -4.23 0.45
C -1.52 -0.45 -7.61 -0.91
H 3.88 -2.83 4.47 -0.16
H 1.41 -5.73 -2.10 0.20
H -1.59 -5.10 -6.87 0.29
C 0.07 -4.32 -0.08 -0.14
H -1.19 -2.44 3.99 -0.03
H -6.02 -0.16 -5.37 0.28
O 0.43 5.91 3.30 -0.05
H 2.17 7.20 3.30 0.49
O -3.44 4.32 6.73 -0.44
N 0.54 3.74 -4.49 -0.42
C -0.33 -0.54 0.13 -0.39
H -0.20 6.26 -3.60 0.46
H -3.60 -3.49 1.93 0.26
C 3.27 0.62 -0.52 0.64
C -2.79 3.50 5.77 -0.17
H 0.30 5.35 -2.26 0.18
H 0.31 3.06 -3.77 0.12
C -4.20 4.40 3.94 -1.76
C 1.68 6.20 1.37 0.82
C -3.52 1.09 -7.25 -1.21
C -4.16 -6.81 -3.69 -0.80
H -4.63 -3.14 -2.19 0.52
H -0.48 1.53 -5.97 0.25
C 2.77 7.03 0.70 -1.43
H -1.73 3.37 6.01 0.16
H -5.44 1.58 3.36 0.32
H 2.99 1.67 -0.53 -0.37
H -3.70 -1.70 -2.25 -0.06
H -3.39 -7.30 -4.28 0.27
H 3.67 7.02 1.31 0.45
H -1.85 -2.72 -5.09 -0.72
H 0.55 -1.81 8.78 0.30
C 2.67 4.11 -3.30 0.98
C -3.32 3.89 8.05 -0.71
H -0.34 4.19 -4.68 0.32
H -3.34 2.56 5.80 0.60
O 2.72 -4.17 2.44 -0.35
H 5.71 1.36 5.57 0.34
O -0.33 1.40 -3.09 -1.05
C 4.43 0.00 -4.08 0.16
C 4.87 0.93 5.01 -0.75
H -3.86 2.12 -7.16 0.53
C -3.99 0.26 2.67 0.06
O 4.06 0.25 -1.61 -0.54
C 4.09 -4.32 2.79 -0.71
H -4.84 -2.04 -3.62 0.27
O 0.40 -2.82 7.02 -0.41
H 0.60 2.60 3.53 -0.62
C -0.69 -4.54 -7.11 -1.04
H 4.36 3.47 -1.51 0.09
O 0.09 0.18 2.22 0.02
C 0.81 -2.97 -6.10 -1.73
N -1.45 1.24 -5.91 -0.63
H 0.36 3.19 -1.24 -0.12
H -3.95 4.59 8.61 0.31
C 2.27 -2.79 2.22 0.10
H -6.02 0.55 -6.92 0.35
H 0.13 -5.24 -6.95 0.35
H -2.29 4.01 8.39 0.27
C 0.50 -1.66 6.24 -0.15
O -0.50 -5.64 -0.25 -0.49
H -5.57 1.51 -5.50 0.36
C -4.14 -2.46 -2.90 -1.24
H -1.70 0.31 4.61 -0.26
C -3.07 -3.12 -3.69 1.43
H 5.35 4.19 -2.91 0.27
H 6.40 -3.11 4.24 0.38
H -1.65 1.60 -7.99 0.41
H 2.22 0.82 5.46 -0.28
H 1.08 -1.96 5.37 -0.11
H 1.32 -6.60 -4.47 0.37
H 2.56 -2.10 3.01 0.28
C 4.34 -3.80 4.28 0.99
C 0.16 2.19 -0.88 -0.72
C 0.21 1.90 0.46 -0.36
H 0.30 7.09 0.22 0.34
C 4.64 4.34 -2.09 -0.55
H -1.58 -0.99 6.67 0.47
Hg -1.32 4.91 1.36 1.36
N 3.75 0.11 -5.38 -0.59
H 1.04 -0.85 6.74 0.32
H -0.43 5.45 5.19 -0.18
C -1.70 -2.23 4.93 -1.15
H -2.29 -3.36 -2.97 -1.43
H -1.24 -5.15 -2.07 -0.44
H 1.08 -2.41 -2.60 -0.06
H 1.53 -3.82 -3.53 0.79
H 4.89 -0.98 -4.00 0.44
H -1.07 3.72 3.69 1.14
C 0.32 6.11 4.76 -0.77
H -2.71 -1.86 4.72 0.28
H -2.15 2.85 3.25 0.06
H 3.04 6.50 -0.22 0.33
C 0.86 -2.96 -3.51 -0.52
H 3.82 0.43 0.40 0.46
H -2.83 -4.78 -5.02 0.24
H 6.29 -4.84 4.46 0.37
H -1.90 -1.16 -6.88 -0.17
C -0.11 1.15 -1.85 1.01
C 2.60 1.64 4.85 0.11
H -1.97 -0.69 -8.58 0.62
H 1.81 -8.17 -2.09 0.23
H -2.73 -1.24 1.55 -0.11
C 1.48 4.75 -4.01 -0.03
O -4.08 0.24 -6.19 -0.01
C 3.41 0.28 -2.95 2.05
H -0.57 -1.52 0.52 -0.01
H 0.84 -0.31 -4.08 -0.75
H 2.77 -4.92 4.64 0.24
H 5.22 1.94 -4.69 0.34
H -5.01 1.69 1.59 0.36
H -0.73 -4.17 -8.14 0.27
C -3.75 -0.85 1.52 0.17
H 2.31 3.72 4.68 0.42
C 1.51 3.17 6.57 -1.61
H -1.07 -2.37 8.36 0.28
N -2.00 3.85 3.32 0.23
C 0.42 -6.47 -3.86 -1.12
H -3.73 2.89 8.21 0.30
H -0.07 -5.55 -4.17 -0.20
C 5.81 -3.90 4.70 -1.64
H -0.43 -0.41 -7.69 0.30
N 0.86 -7.85 -1.98 -0.64
H -1.63 -3.21 5.39 0.59
H 1.09 -4.15 -0.41 0.16
H 5.07 5.04 -1.38 0.35
H -0.59 -3.51 -0.40 -0.12
H 0.91 5.72 -0.37 -0.20
H -4.69 3.44 3.79 0.14
H -2.04 0.61 2.60 -0.84
C -3.55 -4.49 -4.26 -1.03
N 0.34 -0.91 -4.71 0.75
H 2.89 1.18 -3.27 -0.52
H 6.39 0.69 -4.73 0.46
H 4.31 -5.39 2.71 0.31
H 0.06 7.17 4.85 0.50
C -2.79 4.29 4.45 -0.28
H 0.40 -0.44 -5.60 0.22
C -5.47 0.54 -5.99 -1.01
C -5.22 1.04 2.44 -1.53
O 3.54 5.03 -2.60 -0.42
H 4.09 -5.70 5.06 0.31
H -6.08 0.39 2.24 0.47
H -0.17 -0.11 4.44 -0.29
N -2.61 -2.21 -4.65 1.22
N -0.87 0.08 5.14 -0.27
C 1.72 2.90 5.09 0.17
O -4.81 -1.81 1.80 -0.38
H 2.40 3.56 7.07 0.42
H -5.27 -3.77 1.51 0.40
O -1.14 -1.06 -2.04 -0.56
H -1.91 2.11 -5.67 0.23
C -0.65 -5.93 -1.60 -0.39
N 3.65 -4.79 5.11 -0.68
H -4.28 -7.32 -2.74 0.28
C -0.01 -2.62 8.33 -0.70
H -3.98 -0.24 3.64 -0.08
H 1.28 2.25 7.09 0.33
H 3.23 3.56 -4.06 0.08
H 0.75 3.93 6.77 0.33
C 0.62 -6.45 -2.34 0.96
H 3.90 -0.75 -5.89 0.25
H 0.00 -3.49 8.99 0.33
H 2.37 3.39 -2.54 -0.78
H -2.49 5.29 4.75 0.51
H 0.83 7.87 2.55 0.40
H 5.22 0.72 4.00 0.23
C 1.31 6.90 2.70 -1.27
C -4.44 -3.09 1.36 -0.55
```

Values from the calculation:
Relative energy (zero: lowest compared OMol25 entry of this formula, charge and spin) ... 0.8 kcal/mol
Multiplicity ... 2
HOMO level (spin up / spin down) ... -13.0419 / -13.0397 eV
Charge ... +3
F_max ... 5.06 eV/Å
Molecular weight ... 1608.914 g/mol
Gap between HOMO and LUMO (spin up / spin down) ... 3.72 / 2.65 eV

---

(2)
An isolated molecule of C5H6BrOP. Source: OMol25; level of theory: ωB97M-V/def2-TZVPD.

The geometry in XYZ format:
```
14
Properties=species:S:1:pos:R:3:mulliken_charge:R:1
H -1.84 -0.72 -1.31 0.31
O 2.37 1.51 0.28 -0.28
C 0.88 -0.54 -0.91 -1.00
C 1.11 1.58 0.75 0.21
C -0.24 -0.60 0.22 0.06
H 0.49 -0.92 -1.77 0.54
H -2.29 -0.45 0.39 0.36
Br -0.71 0.58 2.89 -0.09
C -1.57 -0.16 -0.35 -1.33
H -0.22 -1.58 0.56 0.50
P 1.36 1.31 -1.07 0.03
H 1.78 -1.15 -0.50 0.34
H -1.36 0.80 -0.50 0.51
C 0.24 0.34 1.33 -0.16
```

Values from the calculation:
HOMO level (spin up / spin down) ... -8.8555 / -7.9545 eV
F_max ... 5.40 eV/Å
Molecular weight ... 192.980 g/mol
Structure (SMILES) ... C[C@H]1CP2OC2=C1Br
Gap between HOMO and LUMO (spin up / spin down) ... 8.29 / 7.36 eV

---

(3)
An isolated molecule of C3H3OP. Source: OMol25; level of theory: ωB97M-V/def2-TZVPD.

The geometry in XYZ format:
```
8
Properties=species:S:1:pos:R:3:mulliken_charge:R:1
H 2.25 -0.33 1.31 0.06
C -1.97 0.56 -0.30 0.00
P 2.32 -0.24 -0.10 -0.20
H 2.20 -1.63 0.08 0.05
H -2.44 1.20 -1.14 0.26
C -0.50 0.31 -0.49 0.03
C 0.61 -0.09 -0.10 0.20
O -2.47 0.22 0.74 -0.40
```

Values from the calculation:
Relative energy (zero: lowest compared OMol25 entry of this formula, charge and spin) ... 63.7 kcal/mol
HOMO level ... -9.8175 eV
F_max ... 4.70 eV/Å
Molecular weight ... 86.030 g/mol
Structure (SMILES) ... O=CC#CP
Gap between HOMO and LUMO ... 9.72 eV

---

(4)
An isolated molecule of C6H9NO3. Source: OMol25; level of theory: ωB97M-V/def2-TZVPD.

The geometry in XYZ format:
```
19
Properties=species:S:1:pos:R:3:mulliken_charge:R:1
H -0.68 -0.36 2.85 0.30
O -0.57 -2.39 0.93 -0.58
H -3.17 0.08 -0.07 0.27
H 2.08 1.29 -3.18 0.31
C -1.27 0.87 -0.94 0.04
H 0.20 0.77 1.65 0.17
H 2.56 1.34 -1.35 0.25
C -2.00 0.27 -0.06 -0.20
N 0.60 1.24 -2.04 -0.60
C 0.20 -1.29 1.03 0.86
O 0.06 1.16 -0.79 0.04
H -1.62 1.32 -1.89 0.40
C -0.49 -0.20 1.77 -0.37
H 1.97 -0.27 0.94 0.33
H -1.45 -1.97 1.14 0.42
H 2.06 -1.87 0.27 0.32
C 1.48 -1.13 0.71 -1.21
O -1.82 -0.14 1.26 -0.48
C 1.85 1.26 -2.19 -0.29
```

Values from the calculation:
Relative energy (zero: lowest compared OMol25 entry of this formula, charge and spin) ... 124.1 kcal/mol
HOMO level ... -8.8738 eV
F_max ... 5.65 eV/Å
Molecular weight ... 143.142 g/mol
Structure (SMILES) ... C=NO/C=C\OCC(=C)O
Gap between HOMO and LUMO ... 9.74 eV

---

(5)
A cluster of 11 separate species, C38H77F10NO16S11 in total. Source: OMol25; level of theory: ωB97M-V/def2-TZVPD.

The geometry in XYZ format:
```
153
Properties=species:S:1:pos:R:3:mulliken_charge:R:1
C -7.66 -4.51 3.34 -0.87
O -0.53 -3.64 1.35 -0.68
H -4.07 -1.64 0.57 0.21
H 6.21 6.79 -1.20 0.26
H 6.94 -0.60 0.26 0.35
F -1.16 1.53 -3.21 -0.23
O 1.84 1.78 3.05 -0.58
S 4.15 8.05 3.83 0.40
O 1.47 1.74 -0.81 -0.05
H -11.20 -2.53 7.04 0.34
H 6.46 6.03 -2.80 0.17
C 4.92 -1.31 -0.60 0.57
O -6.32 -2.21 3.45 -0.67
H 3.19 4.65 -2.81 0.25
C -3.56 1.86 -3.08 0.46
H 1.76 2.99 5.64 0.31
H 4.83 -3.61 -3.53 0.27
C 4.42 -2.85 -2.77 -0.82
S -0.31 -2.83 0.11 1.50
O 0.59 -1.43 0.29 -0.38
H 2.88 -10.10 3.66 0.29
C 1.27 5.94 -4.49 -1.05
H 3.16 0.03 0.05 -0.03
H -7.54 0.73 -4.50 0.19
H 2.91 0.77 -7.31 0.31
C -2.25 1.39 -2.28 0.67
H -7.93 -5.31 2.65 0.43
H 3.41 2.36 5.49 0.33
H 2.07 9.16 4.29 0.30
F -5.96 1.64 -2.71 -0.22
H -0.20 1.57 0.56 0.28
H 3.14 -11.08 5.14 0.37
H -7.27 -1.03 -4.45 0.31
C 2.95 9.39 3.69 -0.94
H -3.75 0.44 2.53 0.27
H 2.29 -1.63 -6.93 0.32
S 7.71 8.06 -2.59 0.47
C -10.32 -2.32 6.44 -0.96
H -9.91 -3.70 8.86 0.32
H -8.87 1.93 -6.37 0.33
O 2.96 3.12 -0.92 -0.40
C -9.34 1.00 -6.70 -0.89
S 2.43 4.70 -5.09 0.77
C 5.50 -11.14 3.53 -0.93
C 1.88 1.13 -7.29 -0.89
H 1.32 0.62 0.96 0.55
S -9.13 -3.66 6.58 0.64
H 5.72 8.26 -3.91 0.28
F -4.73 1.90 -0.82 -0.16
H 6.57 -11.10 3.32 0.31
O 3.44 6.77 3.51 -0.55
H 0.43 6.00 -5.19 0.32
H -4.90 -4.61 2.81 0.32
H 3.35 7.99 6.10 0.29
H -4.71 -3.57 1.38 0.04
C -1.46 -0.62 -0.66 0.94
F -1.92 -0.85 -3.15 -0.28
S 4.21 -5.29 1.34 0.49
C 5.15 -6.82 1.50 -1.00
C 4.32 8.14 5.62 -0.96
H 1.81 5.32 3.57 0.30
F -3.97 0.93 -4.09 -0.25
O -9.85 -4.94 6.28 -0.62
C 1.36 4.39 3.23 -0.76
H 6.42 9.84 -3.51 0.32
H 1.07 4.49 2.18 0.23
C 3.30 -10.11 4.67 -0.93
H 5.88 -6.90 0.69 0.37
H -10.22 0.78 -6.10 0.29
H -1.48 0.01 1.54 0.42
H 6.49 -2.81 -1.61 0.31
C 3.64 4.92 -3.77 -0.79
C -5.40 -4.21 1.93 -0.64
C -2.24 -0.23 0.70 -1.31
O 5.25 -8.50 3.82 -0.51
O -8.87 -1.62 -6.86 -0.63
C 5.43 -2.39 -1.66 -0.53
O 8.22 8.82 -1.40 -0.62
F -3.18 3.04 -3.82 -0.30
H 3.14 4.12 5.44 0.32
C -3.21 -1.36 1.28 -0.21
H 2.31 -2.68 -3.69 0.22
H -2.70 -2.30 1.66 0.17
C 3.46 -0.76 -0.71 -0.07
C 2.46 -1.22 -1.80 0.46
C 2.96 -2.29 -2.83 -0.54
H 2.98 -4.78 -0.65 -0.01
H 1.43 1.04 -8.28 0.41
H 3.41 10.32 4.03 0.38
H 4.94 -11.07 2.60 0.29
H 2.67 9.49 2.64 0.31
H -8.92 -0.38 -4.28 0.38
H -8.57 -4.10 3.78 0.16
H 5.79 -1.39 1.54 0.23
H 0.47 4.16 3.83 0.33
H -5.09 -0.86 2.58 0.19
C -2.32 -0.18 -1.94 -0.09
S -6.81 -3.20 2.44 0.48
F -3.67 -0.62 -1.71 -0.34
H 5.67 -6.81 2.46 0.38
H 4.73 9.11 5.90 0.40
H 0.79 -1.44 -7.89 0.42
C 6.18 8.85 -3.12 -0.82
H 2.82 -9.33 5.27 0.32
H -9.63 1.09 -7.75 0.32
F -1.91 2.21 -1.18 -0.27
C -8.94 -3.56 8.37 -1.02
F -3.32 -1.14 3.82 -0.37
H 5.01 7.35 5.95 0.31
H -2.87 0.73 0.60 0.53
N 2.34 2.50 -0.10 0.18
H 0.40 -1.55 -2.55 0.55
C -7.96 -0.24 -4.77 -0.79
H 1.00 0.17 -2.76 0.42
H 5.44 0.30 0.83 0.26
H -8.26 -4.34 8.70 0.31
S 0.91 0.17 -6.10 0.55
H 5.50 8.95 -2.27 0.27
O 1.66 0.18 -4.81 -0.51
O 5.20 -4.17 1.21 -0.58
C 3.58 -5.63 -0.32 -0.63
C -4.80 2.30 -2.17 0.54
H -9.86 -1.38 6.77 0.37
S -8.14 -0.35 -6.56 0.51
O 0.13 -3.86 -0.90 -0.64
H 2.95 -6.52 -0.29 0.40
C 1.21 -1.44 -6.88 -1.09
S 5.07 -9.75 4.61 0.40
C 0.63 0.95 0.08 -1.33
F -5.11 3.68 -2.22 -0.24
H 0.73 -2.21 -6.28 0.31
O 3.04 5.23 -6.35 -0.71
H -7.02 -4.90 4.13 0.31
H 7.72 5.91 -1.55 0.35
C 6.94 6.55 -1.97 -0.69
H -8.53 -2.58 8.64 0.36
O -1.61 -2.09 -0.66 -0.56
S 2.56 3.05 3.37 0.52
H -10.62 -2.22 5.39 0.29
H 5.27 -12.08 4.04 0.38
C 2.73 3.14 5.17 -0.97
C 0.97 -0.69 -2.01 -0.69
C 5.85 -0.75 0.59 -1.12
H 1.76 6.91 -4.42 0.36
H 4.49 4.26 -3.96 0.36
H 3.98 5.95 -3.75 0.21
C 0.15 -0.39 -0.67 1.61
H 0.89 5.64 -3.51 0.33
H 1.86 2.18 -6.98 0.12
H 4.47 -7.67 1.47 0.30
H 4.40 -5.78 -1.01 0.32
C -3.94 -0.70 2.58 -0.11
H -5.75 -5.02 1.29 0.43
```

Values from the calculation:
HOMO level ... -7.6659 eV
F_max ... 5.67 eV/Å
Molecular weight ... 1346.742 g/mol
Gap between HOMO and LUMO ... 7.71 eV

---

(6)
An isolated molecule of C3H9NO4S. Source: OMol25; level of theory: ωB97M-V/def2-TZVPD.

The geometry in XYZ format:
```
18
Properties=species:S:1:pos:R:3:mulliken_charge:R:1
H -0.03 1.27 -1.32 0.39
H 2.39 -1.88 0.88 0.37
H -1.62 -1.07 -1.31 0.36
H -0.97 -1.95 0.09 0.27
O 2.40 -1.39 -0.01 -0.45
H -0.80 2.27 0.05 0.37
H -1.79 1.23 -1.11 0.32
C -0.81 -1.09 -0.65 -1.18
H 0.12 -1.14 -1.25 0.32
O 3.11 0.94 0.68 -0.51
C -0.84 1.41 -0.53 -1.38
H -1.73 -0.64 1.81 0.31
H -1.54 0.95 1.82 0.32
O 0.52 0.12 0.96 -0.60
C -0.70 0.16 0.20 1.17
S 2.15 0.20 -0.05 1.12
N -1.76 0.23 1.15 -0.73
O 1.91 0.36 -1.42 -0.49
```

Values from the calculation:
Relative energy (zero: lowest compared OMol25 entry of this formula, charge and spin) ... 26.1 kcal/mol
HOMO level ... -10.3021 eV
F_max ... 5.39 eV/Å
Molecular weight ... 155.175 g/mol
Structure (SMILES) ... CC(C)(N)OS(=O)(=O)O
Gap between HOMO and LUMO ... 10.41 eV